# 1
The following is a DFT calculation (ωB97M-V/def2-TZVPD) of 2 unconnected molecules or ions with the total composition C3H4F2N2 in a non-equilibrium geometry.

```
11
Properties=species:S:1:pos:R:3:forces:R:3:mulliken_charge:R:1
F -1.40184 -1.53127 -0.07375 -2.4 1.5 -0.1 -0.218
F -3.27904 -0.24663 0.17438 1.4 -0.1 -1.7 -0.204
N 2.23124 -0.53511 0.01787 1.0 -4.4 0.0 -0.466
N 0.90614 -0.57755 -0.43744 0.5 8.0 3.4 -0.153
C -2.00475 -0.26565 -0.27313 0.5 -3.7 2.6 0.465
C 0.34193 0.61345 -0.05371 -0.1 -3.0 0.1 -0.137
C -1.12336 0.68195 -0.35459 0.3 6.7 -1.8 -0.227
H 0.89225 1.62993 0.99623 -1.5 -3.2 -3.4 0.174
H 2.58542 0.08865 0.89787 -1.7 -2.4 -2.5 0.272
H -1.49958 1.80650 -0.81113 0.7 -3.3 2.0 0.211
H 2.35158 -1.66427 -0.08259 1.2 3.8 1.4 0.284
```
Positions in Å, forces in eV/Å.

## Properties
Relative energy (zero: lowest compared OMol25 entry of this formula, charge and spin)   133.81 kcal/mol
Highest occupied orbital energy   -8.5 eV
Electronic energy   -425.7153 a.u.
M   106.08 g/mol

=====

# 2
The following is a DFT calculation (ωB97M-V/def2-TZVPD) of a single C3H4F2O molecule in a non-equilibrium geometry.

```
10
Properties=species:S:1:pos:R:3:forces:R:3:mulliken_charge:R:1
F -1.54787 -1.29001 -0.58646 -1.5 0.6 -0.8 -0.316
F 0.18514 1.53276 -0.45623 0.1 -0.6 0.1 -0.290
O 2.34372 -1.14170 0.16099 -1.6 0.9 -0.8 -0.452
C 0.33994 0.16031 -0.71413 1.1 0.5 -0.4 0.331
C -0.48000 -0.75466 0.10876 -1.3 0.5 -1.7 -0.449
C 1.88474 -0.17858 -0.42976 -0.4 -1.4 0.7 -0.072
H 0.05623 -1.60046 0.16857 2.7 -2.8 1.1 0.292
H 2.60983 0.51797 -0.76058 0.5 1.5 -0.7 0.403
H -0.82182 -0.45461 1.04242 -0.4 1.1 1.7 0.336
H 0.03290 0.03536 -1.78257 0.7 -0.2 0.7 0.215
```
Positions in Å, forces in eV/Å.

## Properties
Relative energy (zero: lowest compared OMol25 entry of this formula, charge and spin)   28.10 kcal/mol
Highest occupied orbital energy   -10.7 eV
Structure (SMILES)   O=C[C@H](F)CF
Electronic energy   -391.6280 a.u.
M   94.06 g/mol

=====

# 3
The following is a DFT calculation (ωB97M-V/def2-TZVPD) of a single C3H4F2O2 molecule in a non-equilibrium geometry.

```
11
Properties=species:S:1:pos:R:3:forces:R:3:mulliken_charge:R:1
F -0.38627 1.39910 -1.92833 -0.3 0.7 0.9 -0.233
F -1.85194 1.01760 -0.19406 0.1 1.2 -0.3 -0.242
O 0.80205 -0.22169 2.22063 -1.7 -2.4 6.1 -0.306
O -0.25997 -1.54888 0.15981 -0.3 0.3 -1.9 -0.510
C -0.93525 0.54413 -1.05073 1.1 -4.5 0.7 0.271
C 0.25884 -0.30404 -0.10971 2.4 2.0 -2.7 0.155
C 1.03043 0.24399 1.14370 0.7 2.6 -5.6 -0.300
H -1.45589 -0.28301 -1.66800 0.9 1.2 0.9 0.197
H -0.18427 -1.66452 1.07678 -0.1 -0.8 1.9 0.324
H 1.29230 -0.29609 -0.75087 -2.7 -0.5 0.4 0.199
H 1.68996 1.11341 1.10078 -0.1 0.1 -0.4 0.444
```
Positions in Å, forces in eV/Å.

## Properties
Expectation value of S²   2.007
Highest occupied orbital energy (alpha / beta)   -6.7 / -10.7 eV
Electronic energy   -466.7168 a.u.
M   110.06 g/mol
Spin multiplicity   3

=====

# 4
The following is a DFT calculation (ωB97M-V/def2-TZVPD) of a single C3H4F2S molecule in a non-equilibrium geometry.

```
10
Properties=species:S:1:pos:R:3:forces:R:3:mulliken_charge:R:1
S -0.54486 -1.05503 -0.23805 -2.1 -2.9 -0.6 -0.082
F 2.49152 -1.52637 0.02888 -0.6 -0.1 -0.6 -0.203
F 2.98834 0.54514 -0.23236 -0.3 0.1 0.4 -0.228
C -1.84065 0.17157 -0.07008 0.7 0.0 2.4 -0.817
C 0.67203 0.03743 0.04011 4.4 -1.4 -0.5 -0.093
C 1.98142 -0.31170 -0.09214 -1.1 1.3 0.9 0.178
H -1.51963 0.50538 0.95650 -0.7 0.8 -1.1 0.222
H 0.29565 0.96802 0.27801 0.3 2.3 -0.1 0.384
H -1.70862 0.91425 -0.86068 -0.7 0.0 0.3 0.283
H -2.81519 -0.24869 0.18982 0.0 0.0 -1.1 0.356
```
Positions in Å, forces in eV/Å.

## Properties
Relative energy (zero: lowest compared OMol25 entry of this formula, charge and spin)   30.74 kcal/mol
Highest occupied orbital energy   -8.0 eV
Structure (SMILES)   CSC=C(F)F
Electronic energy   -714.5589 a.u.
M   110.13 g/mol

=====

# 5
The following is a DFT calculation (ωB97M-V/def2-TZVPD) of 2 unconnected molecules or ions with the total composition C3H4F3NO in a non-equilibrium geometry.

```
12
Properties=species:S:1:pos:R:3:forces:R:3:mulliken_charge:R:1
F 2.65191 -1.18378 1.09018 -1.4 0.3 -0.4 -0.267
F 3.91279 0.19552 0.21440 1.5 2.7 0.6 -0.257
F 2.99808 -1.08360 -1.05808 -1.8 -0.3 -0.6 -0.258
O 1.58727 1.62246 -0.97441 -0.3 0.3 0.4 -0.287
N 1.72898 1.95543 0.47685 1.0 -2.0 0.1 -0.417
C 1.59509 0.60567 -0.07524 -3.5 0.4 0.1 0.380
C 2.73628 -0.32188 0.03034 2.3 -2.9 0.3 0.608
C -0.54010 -0.55001 -0.19126 3.4 0.9 2.6 -0.712
H -0.04530 -1.39512 -0.65703 -0.6 0.2 -0.5 0.326
H 0.85253 2.13942 0.95658 -0.8 0.4 -0.9 0.289
H -0.70810 -0.72728 0.91116 0.1 0.3 -1.4 0.281
H -1.19168 0.17533 -0.65410 0.2 -0.2 -0.4 0.314
```
Positions in Å, forces in eV/Å.

## Properties
Relative energy (zero: lowest compared OMol25 entry of this formula, charge and spin)   127.03 kcal/mol
Highest occupied orbital energy   -9.7 eV
Electronic energy   -546.0940 a.u.
M   127.06 g/mol

=====

# 6
The following is a DFT calculation (ωB97M-V/def2-TZVPD) of a molecular structure, C3H4FGaO2 in a non-equilibrium geometry.

```
11
Properties=species:S:1:pos:R:3:forces:R:3:mulliken_charge:R:1
Ga 2.27816 0.02687 0.59948 3.9 -0.9 0.8 1.040
F 0.25058 1.55509 -0.71823 2.4 -1.7 2.6 -0.105
O -0.44752 0.34719 1.08153 3.0 2.1 -0.1 -0.278
O 0.43574 -0.70714 -0.65705 3.0 0.7 0.3 -0.316
C -0.92087 -1.17917 -0.61733 -1.4 -0.8 -0.2 -0.238
C -1.56105 -0.34649 0.49891 -0.8 -1.5 0.0 -0.236
C 0.53647 0.44103 0.13556 -11.2 1.2 -3.6 0.925
H -2.02484 -0.95647 1.28180 0.2 0.2 -0.1 0.317
H -0.89392 -2.25160 -0.39353 0.1 0.3 -0.1 0.297
H -2.29620 0.37114 0.11132 0.4 0.3 0.2 0.306
H -1.39848 -1.00901 -1.58991 0.3 0.0 0.2 0.290
```
Positions in Å, forces in eV/Å.

## Properties
Relative energy (zero: lowest compared OMol25 entry of this formula, charge and spin)   1.48 kcal/mol
Highest occupied orbital energy (alpha / beta)   -20.7 / -20.7 eV
Total charge   +2
Electronic energy   -2290.8948 a.u.
M   160.78 g/mol

=====

# 7
The following is a DFT calculation (ωB97M-V/def2-TZVPD) of a molecular structure, C3H4FIO in a non-equilibrium geometry.

```
10
Properties=species:S:1:pos:R:3:forces:R:3:mulliken_charge:R:1
I -2.95829 0.25439 -0.11826 1.0 0.1 0.1 -0.007
F -1.30445 -1.26797 1.67494 1.4 0.5 0.4 -0.239
O -1.32232 -2.78867 -0.42145 0.4 -0.7 -0.1 -0.433
C 0.25615 0.40196 0.54051 -1.0 -0.9 -0.6 -0.881
C -0.86886 -0.66379 0.55657 -2.2 0.5 -1.2 0.348
C -0.91485 -1.68326 -0.59522 -0.9 0.5 1.4 -0.107
H -0.78360 -1.22354 -1.55239 0.7 0.2 -1.1 0.422
H 0.97330 -0.05332 -0.20245 -0.3 1.1 0.9 0.296
H 0.64925 0.49855 1.53625 0.5 -0.2 0.4 0.311
H -0.11317 1.42196 0.27465 0.3 -1.1 -0.2 0.291
```
Positions in Å, forces in eV/Å.

## Properties
Relative energy (zero: lowest compared OMol25 entry of this formula, charge and spin)   19.57 kcal/mol
Highest occupied orbital energy   -9.7 eV
Electronic energy   -589.4610 a.u.
M   201.97 g/mol

=====

# 8
The following is a DFT calculation (ωB97M-V/def2-TZVPD) of a single C3H4FN molecule in a non-equilibrium geometry.

```
9
Properties=species:S:1:pos:R:3:forces:R:3:mulliken_charge:R:1
F 2.07230 -0.27030 0.27468 -1.0 0.4 0.6 -0.274
N -1.16203 0.66451 0.37978 -0.7 1.9 -0.3 -0.480
C -0.07159 1.19285 -0.04067 0.3 -4.1 1.7 -0.085
C 0.79209 -0.07699 -0.21467 -1.8 -0.7 -1.6 0.152
C -0.78905 -0.70386 0.40066 4.5 -0.1 -2.1 -0.481
H -1.17006 -1.33060 -0.36701 -0.9 0.0 -1.3 0.237
H 0.19862 2.15021 -0.28626 0.0 2.5 -0.4 0.416
H -0.81371 -1.39949 1.19497 0.2 0.3 1.9 0.324
H 0.94341 -0.22634 -1.34149 -0.6 -0.2 1.3 0.192
```
Positions in Å, forces in eV/Å.

## Properties
Relative energy (zero: lowest compared OMol25 entry of this formula, charge and spin)   51.81 kcal/mol
Highest occupied orbital energy   -9.9 eV
Structure (SMILES)   F[C@@H]1C=NC1
Electronic energy   -271.2206 a.u.
M   73.07 g/mol